The ion C6H6N3 with charge +1 at a distorted geometry. Source: OMol25; level of theory: ωB97M-V with the def2-TZVPD basis set.

Results
- Electronic energy: -10779.426 eV
- Frontier orbital gap (alpha / beta): 9.55 / 9.55 eV
- Relative energy (zero: lowest compared OMol25 entry of this formula, charge and spin): 215.3 kJ/mol
- E_HOMO (alpha / beta): -15.551 / -15.551 eV
- Total charge: +1

Positions of all 15 atoms, in Å:
1 C -2.239 -0.532 -0.476
2 C 1.277 1.594 0.172
3 C 0.064 2.296 0.044
4 C 1.316 0.239 0.244
5 C -0.947 0.062 -0.248
6 C 0.096 -1.956 0.186
7 N -3.267 -0.985 -0.632
8 N -0.971 1.661 -0.332
9 N 0.133 -0.513 0.117
10 H 2.223 1.985 0.292
11 H -0.213 3.328 -0.183
12 H 2.330 -0.212 0.317
13 H -0.861 -2.202 0.712
14 H 0.004 -2.380 -0.868
15 H 1.056 -2.383 0.654

Atomic partial charges in e from the natural (NBO) method, atoms 1 to 8:
1. C 0.153
2. C -0.193
3. C 0.083
4. C 0.036
5. C 0.410
6. C -0.449
7. N -0.085
8. N -0.296

=====

A cluster of 2 separate species, C6H6N3O3 in total at a distorted geometry. Source: OMol25; level of theory: ωB97M-V with the def2-TZVPD basis set.

Results
- Electronic energy: -16926.906 eV
- Frontier orbital gap (alpha / beta): 7.82 / 7.83 eV
- Relative energy (zero: lowest compared OMol25 entry of this formula, charge and spin): 652.2 kJ/mol
- E_HOMO (alpha / beta): -4.210 / -4.216 eV
- Total charge: -1

Positions of all 18 atoms, in Å:
1 C -2.621 -0.063 0.040
2 C -2.092 1.165 0.331
3 C -1.818 -1.125 -0.143
4 C -0.723 1.323 0.092
5 C -0.459 -1.065 -0.040
6 C 0.110 0.217 -0.019
7 N 2.715 -2.135 -0.368
8 N 1.446 0.272 -0.138
9 N 2.152 1.391 -0.049
10 O 3.360 -2.422 0.619
11 O 1.640 2.517 0.127
12 O 3.372 1.199 -0.143
13 H -3.632 -0.299 -0.054
14 H -2.814 1.934 0.481
15 H -2.394 -1.974 -0.373
16 H -0.376 2.262 0.086
17 H 0.111 -1.894 -0.138
18 H 2.025 -1.305 -0.310

Atomic partial charges in e from the natural (NBO) method, atoms 1 to 8:
1. C -0.280
2. C -0.192
3. C -0.206
4. C -0.264
5. C -0.252
6. C 0.159
7. N -0.105
8. N -0.473

=====

A structure of composition C6H6N3OP at a distorted geometry. Source: OMol25; level of theory: ωB97M-V with the def2-TZVPD basis set.

Results
- Electronic energy: -22123.429 eV
- Frontier orbital gap: 9.44 eV
- Relative energy (zero: lowest compared OMol25 entry of this formula, charge and spin): 108.4 kJ/mol
- E_HOMO: -10.010 eV
- Total charge: 0

Positions of all 17 atoms, in Å:
1 C -0.235 -4.040 -1.004
2 C 0.448 -3.432 1.243
3 C -1.861 -3.284 0.619
4 C -0.417 1.227 0.034
5 C -0.212 -1.408 -0.437
6 C -0.500 -3.298 0.185
7 N -0.018 -4.577 -1.989
8 N 1.204 -3.501 2.098
9 N -2.948 -3.226 0.965
10 O 1.184 -0.283 1.474
11 P -0.395 -0.329 1.045
12 H -0.426 2.081 0.713
13 H -1.313 1.261 -0.580
14 H 0.479 1.275 -0.588
15 H -0.993 -1.316 -1.181
16 H 0.793 -1.466 -0.839
17 H 1.338 -0.530 2.389

Atomic partial charges in e from the natural (NBO) method, atoms 1 to 8:
1. C 0.271
2. C 0.280
3. C 0.270
4. C -0.947
5. C -0.560
6. C -0.372
7. N -0.243
8. N -0.256

=====

An isolated molecule of C6H6N4 at a distorted geometry. Source: OMol25; level of theory: ωB97M-V with the def2-TZVPD basis set.

Results
- Electronic energy: -12277.662 eV
- Frontier orbital gap: 9.45 eV
- Relative energy (zero: lowest compared OMol25 entry of this formula, charge and spin): 202.4 kJ/mol
- E_HOMO: -9.284 eV
- Total charge: 0

Positions of all 16 atoms, in Å:
1 C -0.527 -1.575 -1.928
2 C -0.202 0.332 2.705
3 C 0.116 1.316 1.786
4 C -0.162 -1.230 1.035
5 C -0.018 -0.206 0.088
6 C 0.347 0.712 -2.229
7 N -0.847 -2.655 -2.189
8 N -0.242 -0.934 2.275
9 N 0.197 1.054 0.457
10 N -0.106 -0.401 -1.449
11 H -0.141 0.489 3.741
12 H 0.186 2.290 2.078
13 H -0.011 -2.214 0.805
14 H 0.970 1.266 -1.481
15 H 0.947 0.487 -3.025
16 H -0.507 1.267 -2.669

Atomic partial charges in e from the natural (NBO) method, atoms 1 to 8:
1. C 0.420
2. C -0.036
3. C 0.020
4. C -0.022
5. C 0.376
6. C -0.403
7. N -0.365
8. N -0.349